Entry 1:
The following is a quantum chemistry calculation of 2 unconnected molecules or ions with the total composition C3H7FOSi, from the OMol25 dataset.

- energy relative to the best compared isomer or geometry (same formula, charge and spin) (kJ/mol) = 256.9
- HOMO-LUMO gap (spin up / spin down) (eV) = 8.465 / 8.466
- F_max (eV/A) = 5.9
- HOMO energy (spin up / spin down) (Eh) = -0.3071 / -0.3071
- LUMO (spin up / spin down) (eV) = 0.1 / 0.1
- energy (hartree) = -583.08266

Element x y z (Å)
C 1.862 -1.110 -0.964
C 0.615 -0.810 -0.877
C -1.233 2.239 0.212
O -1.448 -1.321 1.338
F 1.007 -0.508 1.861
Si -0.202 -0.360 0.739
H 2.425 -1.295 -1.775
H 2.383 -1.251 0.071
H 0.006 -0.709 -1.766
H -2.259 2.436 0.513
H -0.491 2.779 0.752
H -0.973 1.945 -0.875
H -1.691 -2.037 0.771

***

Entry 2:
The following is a quantum chemistry calculation of 2 unconnected molecules or ions with the total composition C3H6N2S3, from the OMol25 dataset.

- SMILES = S=c1[nH]ncs1.CS
- energy relative to the best compared isomer or geometry (same formula, charge and spin) (kJ/mol) = 166.8
- HOMO-LUMO gap (eV) = 8.845
- F_max (eV/A) = 2.3
- HOMO energy (Eh) = -0.3094
- LUMO (eV) = 0.4
- energy (hartree) = -1421.93498

Element x y z (Å)
C -2.067 -2.158 0.073
C -2.093 0.305 0.156
C 3.395 0.883 -0.041
N -2.660 -1.624 -0.931
N -2.670 -0.287 -0.887
S -1.550 -0.992 1.265
S -1.713 1.908 0.352
S 1.867 0.391 0.978
H -2.096 -3.266 0.146
H 3.780 -0.054 -0.411
H 4.206 1.393 0.587
H 2.944 1.632 -0.741
H -3.047 0.199 -1.635
H 1.704 1.672 1.089

***

Entry 3:
The following is a quantum chemistry calculation of C4H10O2 in the gas phase, from the OMol25 dataset.

- SMILES = CC(C)(O)CO
- energy relative to the best compared isomer or geometry (same formula, charge and spin) (kJ/mol) = 242.0
- HOMO-LUMO gap (eV) = 9.827
- F_max (eV/A) = 2.7
- HOMO energy (Eh) = -0.3341
- LUMO (eV) = 0.7
- energy (hartree) = -308.80598

Element x y z (Å)
C -1.287 -1.093 -0.437
C -0.253 -0.015 0.009
C -0.710 1.556 0.439
O 0.011 -0.250 1.398
C 1.106 -0.474 -0.644
O 2.091 0.422 -0.157
H -1.019 -2.035 0.071
H -2.294 -0.831 -0.117
H -1.336 -1.337 -1.513
H -0.124 2.298 -0.086
H -1.778 1.615 0.258
H -0.632 1.871 1.529
H 0.825 0.276 1.470
H 1.299 -1.491 -0.230
H 1.161 -0.587 -1.742
H 2.951 -0.012 -0.168

***

Entry 4:
The following is a quantum chemistry calculation of 2 unconnected molecules or ions with the total composition C4H9NO4S, from the OMol25 dataset.

- energy relative to the best compared isomer or geometry (same formula, charge and spin) (kJ/mol) = 376.3
- HOMO-LUMO gap (eV) = 9.227
- F_max (eV/A) = 4.9
- HOMO energy (Eh) = -0.3165
- LUMO (eV) = 0.6
- energy (hartree) = -911.61303

Element x y z (Å)
C -0.414 0.966 0.359
C -2.704 -1.590 -0.604
C -2.408 -0.234 -0.074
C 1.605 0.778 -0.238
N 2.267 1.825 0.432
O 3.205 -1.186 -0.637
O -0.689 1.836 1.101
O 2.499 -0.664 1.735
O -1.038 -0.014 -0.241
S 1.911 -0.895 0.426
H -2.570 -1.504 -1.598
H -2.031 -2.316 -0.191
H -3.719 -2.079 -0.419
H -2.633 -0.120 0.997
H -2.880 0.580 -0.689
H 1.531 0.916 -1.338
H 3.891 -0.485 -0.775
H 1.547 2.540 0.377
H 2.629 1.645 1.375

***

Entry 5:
The following is a quantum chemistry calculation of a molecular structure, C5H10N5, from the OMol25 dataset.

- energy relative to the best compared isomer or geometry (same formula, charge and spin) (kJ/mol) = 91.6
- HOMO-LUMO gap (eV) = 11.196
- F_max (eV/A) = 5.7
- HOMO energy (Eh) = -0.5220
- LUMO (eV) = -3.0
- net charge = +1
- energy (hartree) = -470.01493

Element x y z (Å)
C 3.081 0.959 0.068
C 1.393 -0.190 0.014
C -0.357 -0.713 0.109
C -1.128 1.568 -0.201
C -2.736 -0.227 0.048
N 1.799 1.084 -0.106
N 2.357 -1.102 0.080
N 3.424 -0.331 0.133
N -1.329 0.089 -0.006
N -0.490 -2.031 0.217
H 3.857 1.741 -0.016
H -0.155 1.756 -0.522
H -1.731 1.972 -1.054
H -1.460 1.969 0.786
H -3.110 -1.121 0.576
H -3.434 0.705 0.327
H -3.232 -0.379 -0.914
H 4.375 -0.678 0.238
H 0.292 -2.634 0.099
H -1.415 -2.439 0.125

***

Entry 6:
The following is a quantum chemistry calculation of a molecular structure, C18H31N2O2, from the OMol25 dataset.

- energy relative to the best compared isomer or geometry (same formula, charge and spin) (kJ/mol) = 1563.8
- HOMO-LUMO gap (eV) = 8.044
- F_max (eV/A) = 18.5
- HOMO energy (Eh) = -0.3953
- LUMO (eV) = -2.7
- net charge = +1
- energy (hartree) = -963.64277

Element x y z (Å)
C -3.388 1.603 1.993
C -2.586 0.608 1.019
C -1.235 0.449 1.221
C -0.637 -0.583 0.444
C -1.311 -1.388 -0.716
C -2.732 -1.046 -0.733
C -3.488 -0.183 0.153
C -4.885 0.179 -0.431
H -5.313 0.939 0.276
C -5.610 -1.182 -0.084
H -5.555 -1.296 0.960
H -5.440 -1.819 -0.866
H -6.688 -1.139 -0.334
C -5.046 0.755 -1.701
H -4.764 -0.088 -2.598
H -6.190 0.851 -1.780
H -4.463 1.418 -1.851
H -3.208 -1.539 -1.505
H -0.708 -1.808 -1.257
O 0.641 -0.637 0.848
C 1.169 -1.996 0.713
C 2.390 -1.973 0.121
H 2.768 -3.016 -0.059
O 2.214 -1.463 -1.147
H 1.753 -1.960 -2.088
C 3.829 -1.351 0.596
N 3.886 -0.132 0.565
C 4.412 0.879 -0.630
H 4.957 0.013 -1.035
H 5.000 1.539 -0.194
C 3.248 1.320 -1.582
N 1.942 1.209 -0.895
C 0.912 1.899 -1.498
H -0.077 1.617 -0.996
H 0.748 1.316 -2.488
H 1.127 3.121 -1.626
C 2.213 1.856 0.383
H 1.219 2.016 1.304
H 2.643 2.866 0.426
C 2.959 1.038 1.498
H 2.535 0.219 2.214
H 3.591 1.596 2.274
H 1.615 0.194 -0.548
H 3.059 0.389 -2.348
H 3.342 2.274 -1.978
H 3.944 -1.761 1.637
H 4.708 -1.887 0.143
H 1.571 -2.376 1.889
H 0.520 -2.634 0.333
H -1.007 0.922 2.104
H -4.237 1.175 2.388
H -2.728 2.051 2.596
H -3.657 2.491 1.228